Version i
Molecular formula: C3H11NO3
Method: DFT, ωB97M-V/def2-TZVPD

The SMILES is C[C@H](N)C=O.O.O. The calculation puts the orbital gap at 10.126 eV.

Each line ends with the Löwdin charge.
CARTESIAN COORDINATES (ANGSTROEM)
1 O 1.15687 2.07157 -1.08301  0.03
2 C 1.75509 1.49906 -0.16795  -0.28
3 C 1.43101 0.27903 0.63477  -0.35
4 C 2.68842 -0.85470 0.80282  -0.01
5 N 0.12466 -0.41049 0.19982  0.00
6 H 2.74988 1.93357 0.18502  0.12
7 H 1.32831 0.84940 1.69672  0.17
8 H 2.72066 -1.29863 1.82398  0.08
9 H 2.39371 -1.57454 0.05504  0.05
10 H 3.51390 -0.20262 0.63142  0.04
11 H 0.37036 -0.86210 -0.74048  0.09
12 H -0.61551 0.35082 0.02942  0.08
13 H -3.80009 -1.78149 -0.69928  0.02
14 H -3.44846 -1.90582 0.90160  0.06
15 O -3.47135 -1.38075 0.08318  -0.05
16 H -2.54722 0.81141 -0.92454  0.02
17 H -3.25901 0.94434 -2.08892  0.03
18 O -3.09121 1.53196 -1.33960  -0.08



Version ii
Molecular formula: C3H11NO3
Method: DFT, ωB97M-V/def2-TZVPD

The SMILES is C=CN=C.O.O.O. The calculation puts the orbital gap at 10.236 eV.

Each line ends with the Löwdin charge.
CARTESIAN COORDINATES (ANGSTROEM)
1 C -0.70226 -0.07666 -0.62671  -0.16
2 C -1.82008 0.65380 -0.66505  0.02
3 C -0.67802 -0.92648 -2.87160  -0.03
4 N -0.42557 -1.11377 -1.64984  -0.04
5 H 0.10912 0.06055 -0.03869  0.04
6 H -2.34986 0.54424 -1.55608  0.01
7 H -2.34528 1.18770 0.19866  0.09
8 H -0.21171 -1.62646 -3.58442  0.09
9 H -1.13647 -0.05841 -3.38511  0.09
10 H 1.10164 3.33084 3.34022  0.00
11 H -0.30312 3.68623 3.69512  0.06
12 O 0.29211 2.93017 3.51469  -0.04
13 H 0.82883 -2.23616 -1.29052  -0.03
14 H 2.29342 -2.69051 -0.95849  0.03
15 O 1.53159 -2.89959 -1.52805  -0.12
16 H 0.70240 0.31254 2.65433  0.04
17 H 1.58117 -1.03178 2.50931  0.08
18 O 1.53210 -0.04623 2.24223  -0.12



Stability comparison, relative energies in kJ/mol: version i 0.0; version ii 40.5



Version i
Molecular formula: C3H11NO3
Method: DFT, ωB97M-V/def2-TZVPD

The SMILES is C[NH2+]C[O-].OCO. The calculation puts the orbital gap at 9.869 eV.

Each line ends with the Löwdin charge.
CARTESIAN COORDINATES (ANGSTROEM)
1 C -2.18373 0.24878 1.16884  -0.34
2 O -1.56265 1.27037 0.46674  -0.07
3 O -1.25527 -0.63670 1.80564  -0.07
4 H -0.76932 -0.12009 2.45916  0.08
5 H -1.26335 0.90620 -0.41157  0.03
6 H -2.82969 0.71044 1.92330  0.12
7 H -2.77883 -0.40097 0.52027  0.12
8 C 0.19947 -0.91415 -1.23407  -0.30
9 C 1.94354 0.36546 0.18317  -0.06
10 N 1.54602 -0.09604 -1.15906  -0.05
11 O -0.56413 0.10679 -1.71612  -0.25
12 H 0.77709 0.63010 -1.71676  0.18
13 H 2.31870 -0.51056 -1.67510  0.14
14 H -0.04061 -1.27563 -0.22756  0.10
15 H 0.37381 -1.74751 -1.92991  0.11
16 H 2.26344 -0.47094 0.80504  0.09
17 H 2.75060 1.09333 0.10057  0.09
18 H 1.07490 0.84113 0.63741  0.08



Version ii
Molecular formula: C3H11NO3
Method: DFT, ωB97M-V/def2-TZVPD

The SMILES is CNC(C)=O.O.O. The calculation puts the orbital gap at 10.033 eV.

Each line ends with the Löwdin charge.
CARTESIAN COORDINATES (ANGSTROEM)
1 C 0.72765 -1.57274 -0.16576  0.01
2 C 1.38933 -0.26386 -0.60235  -0.53
3 N 0.45546 0.69840 -1.03312  -0.04
4 C -0.93462 0.43679 -1.44732  -0.07
5 O 2.56426 -0.01083 -0.65366  0.07
6 H 1.46967 -2.21391 0.28274  0.08
7 H -0.11302 -1.32048 0.48221  0.06
8 H 0.26892 -2.12290 -0.98732  0.09
9 H 0.74692 1.62411 -0.76617  0.12
10 H -1.39928 1.40970 -1.57176  0.09
11 H -1.48691 -0.16515 -0.72886  0.05
12 H -0.89491 -0.11193 -2.37810  0.08
13 H -2.13933 0.17903 1.62956  -0.01
14 H -2.40621 -1.04800 2.37104  0.04
15 O -2.50687 -0.70235 1.48238  -0.07
16 H -0.41989 2.08540 2.11603  0.06
17 H 0.05364 1.19969 1.03263  0.03
18 O -0.71445 1.31696 1.62251  -0.05



Stability comparison, relative energies in kJ/mol: version i 201.3; version ii 0.0